Here is a structure of composition C31H59AsBiN6O6S2SbSi3Te from the OMol25 dataset. Energies are from wB97M-V/def2-TZVPD.

**Molecular weight**: 1293.5 g/mol
**LUMO level**: 0.05 eV
**2S+1**: 1
**Relative energy (zero: lowest compared OMol25 entry of this formula, charge and spin)**: 1.47 kcal per mole
**HOMO level**: -7.46 eV

The geometry in XYZ format:
```
111
C31H59AsBiN6O6S2SbSi3Te | the OMol25 dataset | wB97M-V/def2-TZVPD
Bi -0.65893 0.29170 0.07650
C -3.56661 5.37146 -1.17924
C -2.72931 4.96610 -0.03034
N -2.12149 5.75247 0.80207
N -1.47891 4.90291 1.65511
C -1.65387 3.61210 1.36440
S -1.02330 2.28405 2.20053
N -2.47021 3.64899 0.27459
N -3.06987 2.59101 -0.38964
H -3.73974 6.44302 -1.13311
H -4.51278 4.83301 -1.15911
H -3.06734 5.12297 -2.11673
H -0.92629 5.26018 2.41509
H -3.34298 1.87353 0.27648
H -2.44589 2.22161 -1.10812
O -1.36551 -3.83623 0.18407
C -1.20428 -2.65974 0.38463
O -0.42484 -1.87415 -0.32022
C -1.87977 -1.94362 1.59645
O -2.71975 -2.47243 2.28271
O -1.41846 -0.73537 1.82708
C 1.15611 -4.99506 -5.79143
C 0.53968 -3.69886 -5.34266
C 0.41192 -3.39222 -3.99488
C -0.15398 -2.19211 -3.58142
C -0.60230 -1.29037 -4.53027
C -0.49469 -1.58115 -5.88590
C 0.07700 -2.77571 -6.28170
S -1.31559 0.27008 -4.06656
O -0.27886 1.26558 -4.22034
O -2.49659 0.43856 -4.87836
N -1.65083 0.16233 -2.50676
C -2.76780 -0.50641 -2.09464
C -3.62444 -1.31167 -2.87174
C -4.68207 -1.94168 -2.26529
C -4.91456 -1.77394 -0.89836
C -4.04204 -0.97993 -0.20036
N -2.99485 -0.36412 -0.77290
H 1.37295 -5.64235 -4.94302
H 2.08963 -4.81609 -6.32801
H 0.48941 -5.53232 -6.46725
H 0.74504 -4.10250 -3.24742
H -0.26037 -1.98202 -2.52425
H -0.86952 -0.87570 -6.61541
H 0.15927 -3.00431 -7.33800
H -3.45001 -1.42153 -3.93011
H -5.33385 -2.57259 -2.85611
H -5.73732 -2.25472 -0.39130
H -4.16675 -0.80147 0.85964
C 3.23399 -1.74664 -1.57081
Si 3.14537 -2.31117 0.20986
C 2.22234 -3.91562 0.40971
C 4.87913 -2.47856 0.90012
Sb 1.93931 -0.42112 1.46573
Si 1.49531 -1.43485 3.80643
C 3.11316 -2.08563 4.49853
C 0.80079 -0.07067 4.87427
C 0.31934 -2.87969 3.70046
Si 3.79005 1.31000 1.99314
C 4.38697 2.20403 0.45770
C 3.00495 2.55297 3.17081
C 5.34796 0.60054 2.76680
H 3.86994 -2.41704 -2.15438
H 3.65344 -0.74044 -1.63900
H 2.24683 -1.73155 -2.03662
H 2.72160 -4.68767 -0.18211
H 1.18573 -3.84470 0.07883
H 2.22658 -4.24526 1.45080
H 5.37545 -3.31677 0.40349
H 4.88793 -2.67124 1.97326
H 5.47094 -1.58315 0.71120
H 3.95296 -1.40487 4.38549
H 3.37446 -3.03462 4.02610
H 2.97957 -2.27457 5.56734
H 1.53615 0.70919 5.07752
H 0.47184 -0.48957 5.82870
H -0.06960 0.38623 4.39864
H 0.43443 -3.46266 2.78505
H -0.72016 -2.56329 3.76747
H 0.52189 -3.54732 4.54243
H 3.61529 2.79524 -0.02724
H 4.81445 1.52237 -0.27993
H 5.17858 2.88885 0.77711
H 1.91474 2.51645 3.15437
H 3.30869 3.56502 2.89200
H 3.33132 2.37808 4.19766
H 6.02701 0.22776 2.00000
H 5.18772 -0.19681 3.48738
H 5.85269 1.42073 3.28529
C 0.72918 4.16866 -3.41228
As 0.28769 3.08078 -1.85426
C 1.69773 1.70843 -1.96964
C 1.18471 4.21709 -0.50757
H 1.81025 4.27443 -3.50318
H 0.27906 5.15453 -3.29114
H 0.32574 3.68898 -4.30074
H 2.26572 1.66984 -1.04223
H 2.36979 1.93995 -2.79536
H 1.25756 0.73415 -2.17769
H 2.17772 4.51350 -0.84853
H 1.27175 3.68815 0.44432
H 0.59616 5.12181 -0.34794
C -5.50205 -1.23752 3.76562
Te -4.02503 0.28441 3.57205
C -5.32379 1.79661 4.35433
H -5.83483 -1.30202 4.79820
H -5.02720 -2.16965 3.46882
H -6.34381 -1.02408 3.11115
H -6.24102 1.83059 3.77121
H -4.81519 2.75554 4.27413
H -5.55374 1.60256 5.39868
```

Here are the Löwdin charges for atoms 1 to 6, given in e: 1.52, 0.00, -0.34, 0.13, 0.03, -0.76